1.
ORCA calculation (the ωB97M-V functional and the def2-TZVPD basis) on C23H42Cl2N2O3PRh as an isolated structure.

The value obtained for the LUMO energy (alpha / beta) is 0.0 / -0.7 eV. Its expectation value of S² is 6.03. The multiplicity is 5. The value obtained for the energy relative to the best compared isomer or geometry (same formula, charge and spin) is 121.48 kJ/mol. As for the frontier orbital gap (alpha / beta): 5.216 / 6.855 eV.

Atoms and positions in Å:
O1 1.1766 -0.2423 -3.1573
C1 0.0868 0.3277 -3.4239
C2 -0.2131 1.7985 -3.4889
C3 0.3198 2.8578 -2.6871
H1 0.5165 2.7067 -1.6182
C4 0.5799 4.0298 -3.3929
H2 1.1414 4.8010 -2.8693
C5 0.1791 4.1919 -4.7103
H3 0.4153 5.0797 -5.2429
C6 -0.5535 3.2056 -5.3714
H4 -0.9130 3.3095 -6.3830
C7 -0.8177 2.0027 -4.7397
H5 -1.3170 1.1656 -5.2119
H6 -0.9422 -0.2036 -3.3500
C8 -2.4962 -0.9380 -1.6807
C9 -2.0703 0.2397 -0.8724
H7 -3.3017 -0.4726 -2.3290
H8 -2.9687 -1.6566 -0.9666
H9 -1.7647 -1.4888 -2.3119
C10 -2.4446 1.5010 -1.1697
C11 -3.9269 1.7206 -1.1419
H10 -1.8094 2.2757 -1.5531
H11 -4.2128 2.0545 -2.1616
H12 -4.1233 2.5029 -0.3782
H13 -4.4596 0.7660 -0.8502
Rh1 -1.1312 0.2939 0.7975
Cl1 0.0184 2.2504 0.8193
Cl2 -3.1831 -0.4467 1.5670
H14 4.4920 1.3764 -2.4762
H15 4.6297 2.0378 0.0420
C12 3.4295 1.5495 -2.2571
C13 3.5650 1.8272 0.1910
N1 3.0902 1.0658 -0.9390
H16 2.8099 1.0179 -3.0028
C14 2.5622 -0.1837 -0.7751
O2 1.7331 -0.5042 0.1191
H17 3.4216 1.2653 1.1067
H18 2.8847 -0.9521 -1.5120
H19 3.2115 2.6162 -2.3111
H20 3.0156 2.7714 0.2454
H21 -0.4840 -5.1831 0.7920
H22 1.4905 -5.4632 -1.0842
C15 -0.9907 -4.7452 -0.0698
C16 0.8693 -4.7926 -1.7116
N2 -0.0283 -3.9954 -0.8765
H23 -1.7639 -4.0579 0.2748
C17 0.0652 -2.6941 -0.7046
O3 -0.7455 -2.0847 -0.0055
H24 1.5236 -4.1236 -2.2920
H25 0.9358 -2.1816 -1.2105
H26 -1.4233 -5.5320 -0.6743
H27 0.2894 -5.4176 -2.3976
C18 -2.3833 0.5212 4.4303
C19 -1.0314 1.0320 3.9485
P1 -0.1473 -0.0614 2.7902
C20 1.6317 0.2997 3.1418
C21 2.1664 0.2610 4.5838
C22 -0.2722 -1.8397 3.2208
C23 -0.2535 -2.1815 4.7080
H28 -3.1743 0.8660 3.7639
H29 -2.6084 0.9271 5.4302
H30 -2.4391 -0.5658 4.4887
H31 -1.1657 1.9794 3.3927
H32 -0.3461 1.2366 4.7719
H33 2.1916 -0.4091 2.5168
H34 1.7892 1.2995 2.7204
H35 2.2120 -0.7540 5.0054
H36 3.1909 0.6376 4.5694
H37 1.5964 0.8996 5.2693
H38 -1.1713 -2.2117 2.7181
H39 0.5899 -2.2957 2.7061
H40 -0.9807 -1.6041 5.2806
H41 -0.5050 -3.2405 4.8011
H42 0.7417 -2.0451 5.1497

---

2.
ORCA calculation (the ωB97M-V functional and the def2-TZVPD basis) on C23H42Cl3HfN8S3Si as an isolated structure.

The value obtained for the LUMO energy is -8.0 eV. The multiplicity is 1. The value obtained for the energy relative to the best compared isomer or geometry (same formula, charge and spin) is 0.00 kJ/mol. As for the total charge: +3. As for the frontier orbital gap: 8.326 eV.

Atoms and positions in Å:
Hf1 -13.0042 -5.2360 10.5257
C1 -11.3574 -2.6355 12.6153
C2 -12.4043 -1.7060 12.0858
S1 -13.4117 -2.2691 10.7153
C3 -15.1156 -1.9487 11.2701
C4 -15.4879 -2.7607 12.5303
S2 -15.0007 -4.5445 12.4494
C5 -14.3778 -4.7005 14.1654
C6 -13.0157 -4.0642 14.5137
S3 -11.7811 -4.2710 13.1505
H1 -10.9175 -2.0283 13.4167
H2 -10.5445 -2.7700 11.9000
H3 -11.8340 -0.8177 11.6798
H4 -13.1203 -1.2791 12.7813
H5 -15.7535 -2.1307 10.4254
H6 -15.2287 -0.9492 11.5574
H7 -16.4969 -2.8390 12.5873
H8 -15.0858 -2.3587 13.4154
H9 -14.2522 -5.7850 14.2744
H10 -15.1231 -4.3832 14.8727
H11 -12.6001 -4.5889 15.4249
H12 -13.1060 -2.9965 14.7868
C7 -9.2488 -3.9444 6.3372
N1 -10.4311 -3.5359 7.1443
C8 -11.0293 -2.2604 6.8742
C9 -10.8217 -4.3239 8.1666
N2 -11.9113 -4.1876 8.8732
N3 -9.9457 -5.3034 8.5192
C10 -9.9159 -5.9681 9.7286
N4 -8.7557 -6.5598 9.9643
N5 -10.8509 -5.9452 10.6227
H13 -9.4080 -3.4549 5.3165
H14 -9.1935 -5.0227 6.1116
H15 -8.3370 -3.6038 6.8509
H16 -10.2391 -1.4855 6.8151
H17 -11.7299 -1.9738 7.6843
H18 -11.6074 -2.2205 5.9541
H19 -12.4234 -3.3707 8.6017
H20 -9.1317 -5.4755 7.9503
H21 -7.9699 -6.2779 9.3704
H22 -8.5924 -7.0099 10.7920
H23 -10.6857 -6.5357 11.4449
C11 -18.6237 -7.7700 9.5286
N6 -17.1204 -7.6163 9.8388
C12 -16.4093 -7.8897 8.5889
C13 -16.7642 -6.3096 10.6206
C14 -16.4570 -5.0888 9.7164
C15 -17.5213 -4.3062 9.3058
C16 -17.3211 -3.1998 8.4894
C17 -16.0353 -2.9024 8.0405
C18 -14.9795 -3.6938 8.4488
C19 -15.1136 -4.7594 9.3615
H24 -18.6955 -8.8088 9.3160
H25 -18.9058 -7.2192 8.6393
H26 -19.2038 -7.5110 10.3704
H27 -16.9677 -8.3817 10.5249
H28 -16.8392 -7.3586 7.7453
H29 -16.5322 -8.9241 8.3304
H30 -15.4311 -7.5711 8.7546
H31 -15.8783 -6.5276 11.1102
H32 -17.5797 -6.2391 11.2896
H33 -18.5063 -4.5143 9.6684
H34 -18.1059 -2.4990 8.1843
H35 -15.8970 -2.1221 7.2950
H36 -14.0753 -3.5120 7.9785
C20 -13.8001 -6.0486 6.6309
C21 -13.0213 -7.0449 7.4993
N7 -12.7332 -7.0191 8.8111
C22 -11.9743 -8.1584 9.0994
C23 -11.7965 -8.8507 7.9963
N8 -12.4293 -8.1471 7.0003
H37 -13.8678 -6.4633 5.6505
H38 -13.3525 -5.0632 6.6734
H39 -14.7879 -5.9873 7.1498
H40 -11.6421 -8.4505 10.0908
H41 -11.2778 -9.7693 7.7907
H42 -12.5337 -8.4436 6.0389
Cl1 -11.7237 -8.1679 12.9281
Si1 -13.5279 -7.6518 12.1346
Cl2 -14.2779 -9.3073 11.1214
Cl3 -14.8057 -8.0071 13.7626

---

no.,calculated total energy (a.u.)
1,-2608.88644
2,-4251.68024